Record 1
11 unconnected molecules or ions with the total composition C41H78O21S6 in a non-equilibrium geometry, computed with wB97M-V/def2-TZVPD.

Geometry as ORCA input:
```
! RIJCOSX wB97M-V def2-TZVPD def2/J DEFGRID3
* xyz -1 2
C -0.30 -1.83 0.85
C 0.72 -0.88 0.09
C 0.13 0.33 -0.48
O 1.17 1.18 -0.32
C 2.00 0.90 0.62
O 2.72 1.69 1.19
O 1.60 -0.35 1.07
H -0.59 -1.62 1.88
H 0.15 -2.83 0.88
H -1.24 -1.86 0.31
H 1.28 -1.44 -0.65
H -0.66 0.74 0.15
H -0.30 0.26 -1.48
C 0.36 0.74 -4.85
C 1.63 1.59 -5.14
C 2.61 1.75 -3.99
O 3.86 1.36 -4.64
C 3.59 0.85 -5.92
O 4.41 0.37 -6.67
O 2.28 0.90 -6.15
H -0.11 1.18 -3.97
H 0.61 -0.27 -4.52
H -0.40 0.56 -5.61
H 1.51 2.64 -5.41
H 2.41 1.26 -3.04
H 2.51 2.78 -3.65
C 3.38 -6.34 -1.17
C 2.82 -4.97 -0.95
O 1.76 -4.80 -0.36
C 3.53 -3.80 -1.51
H 4.32 -6.49 -0.64
H 3.58 -6.50 -2.23
H 2.73 -7.11 -0.75
H 3.17 -3.59 -2.52
H 4.55 -4.14 -1.68
H 3.54 -3.01 -0.77
C -2.28 -2.87 -4.85
C -1.38 -2.83 -3.69
O -1.41 -1.84 -2.82
C -0.62 -4.07 -3.28
H -2.98 -2.04 -4.92
H -2.87 -3.77 -5.02
H -1.64 -2.80 -5.73
H -0.20 -4.57 -4.15
H -1.15 -4.94 -2.88
H 0.28 -3.82 -2.70
C 2.29 3.64 4.06
C 3.56 3.90 4.80
O 4.06 3.11 5.58
C 4.31 5.18 4.52
H 1.66 3.05 4.73
H 2.61 2.95 3.27
H 1.82 4.54 3.67
H 4.18 5.64 3.54
H 5.35 4.88 4.61
H 4.21 5.98 5.25
C -0.97 -5.82 2.53
C -1.26 -5.93 1.06
C -2.38 -4.92 0.64
S -3.34 -4.64 2.30
O -4.65 -5.31 2.36
O -3.29 -3.21 2.58
C -2.20 -5.45 3.35
H -0.15 -5.10 2.54
H -0.46 -6.67 2.98
H -1.65 -6.92 0.84
H -0.28 -5.85 0.60
H -3.04 -5.46 -0.04
H -2.10 -3.92 0.31
H -2.79 -6.34 3.61
H -2.17 -4.94 4.31
C -3.11 3.11 -3.41
C -3.17 4.70 -3.47
C -1.77 5.22 -3.56
S -0.86 4.11 -2.44
O -0.76 4.72 -1.12
O 0.37 3.59 -3.16
C -2.16 2.80 -2.37
H -2.71 2.70 -4.34
H -4.05 2.60 -3.18
H -3.70 5.09 -2.60
H -3.74 4.97 -4.37
H -1.52 6.26 -3.34
H -1.44 4.97 -4.57
H -2.64 2.96 -1.41
H -1.75 1.79 -2.43
C -3.40 3.01 2.30
C -3.76 1.55 2.81
C -2.45 0.80 2.71
S -1.26 1.99 3.37
O -0.03 1.75 2.70
O -1.34 1.90 4.80
C -2.00 3.53 2.76
H -4.09 3.80 2.60
H -3.38 2.94 1.22
H -4.52 1.05 2.22
H -4.02 1.77 3.85
H -2.12 0.47 1.73
H -2.39 -0.07 3.37
H -1.40 3.83 1.90
H -2.09 4.26 3.56
C 2.70 -0.54 5.03
C 3.59 -0.13 3.87
C 4.07 -1.34 3.03
S 3.06 -2.80 3.53
O 3.73 -3.52 4.53
O 2.45 -3.50 2.41
C 1.85 -1.72 4.44
H 2.10 0.29 5.39
H 3.36 -0.82 5.85
H 4.47 0.35 4.31
H 3.02 0.55 3.23
H 5.12 -1.65 2.98
H 3.88 -1.07 1.99
H 1.28 -2.25 5.20
H 1.24 -1.24 3.68
C -5.09 -1.97 -0.01
C -5.77 -1.21 -1.19
C -7.03 -2.06 -1.42
S -7.74 -2.38 0.21
O -8.27 -3.78 0.16
O -8.60 -1.22 0.47
C -6.13 -2.27 1.12
H -4.18 -1.55 0.41
H -4.86 -2.98 -0.36
H -5.06 -1.15 -2.01
H -5.98 -0.17 -0.95
H -6.77 -3.06 -1.77
H -7.73 -1.64 -2.13
H -6.06 -3.15 1.76
H -6.16 -1.43 1.81
C 3.46 4.99 -0.06
C 3.29 4.44 -1.48
C 4.57 4.78 -2.26
S 5.91 4.37 -1.05
O 6.91 5.35 -1.07
O 6.17 2.96 -1.28
C 4.86 4.50 0.37
H 2.71 4.67 0.67
H 3.56 6.07 -0.20
H 2.46 4.96 -1.95
H 3.00 3.40 -1.55
H 4.53 5.80 -2.62
H 4.72 4.14 -3.13
H 5.27 5.18 1.11
H 4.91 3.53 0.86
*
```

Total energy, eV: -151785.6942
<S²>: 0.75

Record 2
11 unconnected molecules or ions with the total composition C41H84F12N11O12PS in a non-equilibrium geometry, computed with wB97M-V/def2-TZVPD.

Geometry as ORCA input:
```
! RIJCOSX wB97M-V def2-TZVPD def2/J DEFGRID3
* xyz 0 1
F -0.07 -1.39 -1.69
C 0.48 -1.80 -3.04
F 1.07 -3.18 -2.97
F 1.48 -0.76 -3.42
O -0.58 -1.85 -4.09
C -1.53 -0.74 -3.77
C -2.43 -0.34 -5.11
C -2.95 1.20 -4.87
O -2.68 2.10 -6.01
C -1.25 2.47 -6.07
C -0.99 3.39 -7.44
C 0.49 3.11 -8.08
C 0.49 2.28 -9.50
F 1.85 2.44 -10.11
F -0.46 3.01 -10.42
C -0.01 0.73 -9.40
F -0.20 0.27 -10.83
F -1.32 0.52 -8.74
C 1.05 -0.32 -8.73
F 1.95 0.27 -7.70
F 0.22 -1.35 -8.00
C 1.99 -1.14 -9.79
F 3.06 -1.81 -8.96
F 1.31 -2.23 -10.52
F 2.68 -0.30 -10.79
N -3.53 -1.38 -5.20
P -3.41 -2.38 -6.68
S -2.01 -3.75 -6.48
H -2.31 -1.04 -2.93
H -0.98 0.25 -3.45
H -1.80 -0.43 -6.12
H -2.52 1.73 -3.92
H -4.13 1.14 -4.72
H -0.58 1.49 -6.12
H -0.94 3.09 -5.10
H -1.03 4.52 -7.08
H -1.87 3.26 -8.23
H 0.95 4.18 -8.33
H 1.17 2.66 -7.24
H -4.48 -0.97 -5.14
H -4.63 -3.10 -6.99
H -3.03 -1.58 -7.83
C -4.14 -6.68 -5.72
O -5.09 -6.60 -6.49
N -3.38 -7.81 -5.50
C -2.27 -7.82 -4.57
C -3.71 -9.02 -6.21
H -3.81 -5.81 -5.13
H -1.36 -8.09 -5.11
H -2.47 -8.57 -3.79
H -2.14 -6.84 -4.10
H -3.63 -8.83 -7.29
H -4.74 -9.31 -5.98
H -3.02 -9.83 -5.93
C -2.37 1.82 -0.65
O -1.97 1.94 -1.81
N -1.56 1.70 0.46
C -2.11 1.56 1.79
C -0.13 1.71 0.30
H -3.44 1.80 -0.42
H -1.76 2.39 2.41
H -1.77 0.62 2.22
H -3.21 1.57 1.77
H 0.17 2.65 -0.18
H 0.16 0.88 -0.36
H 0.37 1.60 1.26
C -0.35 2.30 5.13
O -1.30 2.38 4.36
N 0.41 1.17 5.36
C 1.52 1.15 6.29
C 0.08 -0.05 4.64
H -0.02 3.17 5.73
H 2.43 0.89 5.75
H 1.32 0.41 7.06
H 1.65 2.13 6.76
H 0.16 0.14 3.56
H -0.95 -0.34 4.88
H 0.76 -0.85 4.92
C -3.99 0.77 -10.60
O -4.30 0.08 -9.64
N -4.21 0.44 -11.93
C -3.81 1.32 -13.01
C -4.86 -0.81 -12.24
H -3.49 1.74 -10.48
H -4.70 1.59 -13.59
H -3.11 0.78 -13.65
H -3.34 2.23 -12.63
H -5.85 -0.83 -11.77
H -4.26 -1.63 -11.83
H -4.96 -0.93 -13.32
C 5.52 0.25 5.24
O 4.75 0.40 6.18
N 6.08 1.27 4.50
C 6.99 1.01 3.39
C 5.76 2.64 4.83
H 5.83 -0.75 4.90
H 7.95 1.48 3.61
H 6.56 1.43 2.48
H 7.14 -0.07 3.26
H 6.06 2.83 5.86
H 4.68 2.78 4.74
H 6.28 3.33 4.16
C 7.58 -0.85 7.48
O 7.98 -0.73 6.33
N 8.39 -0.97 8.59
C 7.84 -1.11 9.93
C 9.82 -0.96 8.43
H 6.51 -0.87 7.72
H 8.19 -0.28 10.54
H 8.18 -2.05 10.36
H 6.74 -1.10 9.91
H 10.12 -0.02 7.96
H 10.11 -1.79 7.77
H 10.32 -1.07 9.39
C -5.82 1.23 1.96
O -5.46 1.04 0.81
N -6.91 1.99 2.34
C -7.28 2.17 3.73
C -7.72 2.62 1.31
H -5.28 0.80 2.82
H -8.29 1.78 3.88
H -7.26 3.24 3.96
H -6.59 1.64 4.39
H -8.12 1.85 0.65
H -7.09 3.30 0.73
H -8.54 3.18 1.76
C -9.26 0.80 6.83
O -8.86 0.91 5.68
N -8.45 0.68 7.95
C -9.00 0.54 9.28
C -7.02 0.68 7.78
H -10.33 0.78 7.07
H -8.65 1.37 9.90
H -8.66 -0.41 9.71
H -10.10 0.55 9.26
H -6.72 1.63 7.31
H -6.73 -0.14 7.13
H -6.52 0.58 8.75
C -0.27 -2.97 6.92
O 0.13 -2.86 5.76
N 0.53 -3.09 8.03
C -0.02 -3.23 9.36
C 1.97 -3.09 7.86
H -1.35 -2.99 7.15
H 0.34 -2.40 9.98
H 0.32 -4.18 9.79
H -1.11 -3.22 9.34
H 2.27 -2.15 7.39
H 2.26 -3.91 7.21
H 2.47 -3.19 8.83
C 10.84 2.42 2.85
O 9.74 1.93 3.07
N 11.28 3.63 3.33
C 12.60 4.15 3.03
C 10.40 4.42 4.17
H 11.59 1.91 2.22
H 13.15 4.29 3.96
H 12.50 5.11 2.51
H 13.16 3.46 2.39
H 10.14 3.83 5.06
H 9.49 4.65 3.62
H 10.89 5.35 4.48
*
```

Total energy, eV: -137565.3948

total energy of number 2 (C41H84F12N11O12PS)? -137565.3948 eV

The highest total energy belongs to which entry? C41H84F12N11O12PS